The following is a DFT calculation (the ωB97M-V functional and the def2-TZVPD basis) of a cluster of 2 separate species, C7H18 in total in a non-equilibrium geometry.

Summary:
energy above the lowest of the compared OMol25 structures with the same formula, charge and spin	78.6	kJ/mol
charge	-1
HOMO-LUMO gap (spin up / spin down)	2.467 / 11.083	eV
spin multiplicity	2
HOMO (spin up / spin down)	1.4 / -7.3	eV

Last column: Löwdin charge in e.
Atoms and positions in Å:
C -0.824 -1.272 -0.219  -0.508
C 0.533 -1.925 0.036  -0.225
C -1.089 -1.056 -1.700  -0.232
C -1.930 -2.030 0.547  -0.244
H -0.859 -0.367 0.360  0.071
H 1.298 -1.224 0.406  0.044
H 0.974 -2.394 -0.844  0.036
H -1.341 -1.981 -2.210  0.041
H -1.785 -0.221 -1.820  0.048
H -0.177 -0.670 -2.170  0.038
H -1.644 -1.881 1.594  0.047
H -2.876 -1.475 0.521  0.044
H -2.094 -3.077 0.314  0.036
H 0.549 -2.636 0.868  0.037
C 0.474 1.788 0.624  -0.308
C 0.673 2.493 -0.763  -0.150
C 1.767 1.745 1.438  -0.177
H 0.205 0.782 0.360  0.026
H -0.379 2.291 1.067  0.090
H 0.347 3.529 -0.797  0.049
H 1.698 2.399 -1.128  0.049
H 2.646 1.950 0.826  0.050
H 1.921 0.818 1.988  0.043
H 0.140 1.835 -1.455  0.043
H 1.773 2.577 2.156  0.053